Here is O8V4 as an isolated structure from the OMol25 dataset. Energies are from wB97M-V/def2-TZVPD.

Computed properties:
- E_HOMO (eV) = -22.508
- charge = +4
- M (g/mol) = 331.8
- orbital gap (eV) = 7.65
- spin multiplicity = 1
- ΔE to the lowest compared entry with this formula, charge and spin (kJ/mol) = 0.0

```
12
Properties=species:S:1:pos:R:3:forces:R:3
O -0.96735 0.94175 1.43542 5.397 -0.785 0.628
V 0.65751 0.74876 1.73316 -4.804 0.664 -0.399
O 1.31537 0.05644 0.54187 -0.449 0.168 0.051
O 5.84095 1.05917 -0.49846 3.705 -0.414 -1.988
V 7.29877 1.01570 -1.19873 -2.237 -4.208 -1.174
O 7.49318 -0.36870 -2.06052 -1.105 4.645 3.074
O -2.57967 0.70665 -3.63563 0.720 6.502 1.552
V -2.34478 2.31997 -3.25442 4.563 -6.433 0.721
O -0.86260 2.34534 -2.50244 -5.481 0.138 -2.573
O -5.21511 -1.60560 2.91495 0.166 -0.906 0.301
V -5.44822 -3.08996 2.58754 0.363 -4.196 5.139
O -5.18805 -4.12955 3.93727 -0.837 4.825 -5.331
```
Forces are in eV/Å.

Here is C26H30CrGeN4S as an isolated structure from the OMol25 dataset. Energies are from wB97M-V/def2-TZVPD.

Computed properties:
- E_HOMO (spin up / spin down) (eV) = -16.733 / -16.742
- charge = +3
- M (g/mol) = 555.2
- orbital gap (spin up / spin down) (eV) = 5.49 / 6.79
- spin multiplicity = 4
- ΔE to the lowest compared entry with this formula, charge and spin (kJ/mol) = 139.1

```
63
Properties=species:S:1:pos:R:3:forces:R:3
Cr 0.90098 0.95029 0.08432 0.189 -1.025 0.012
C -2.43634 3.74731 -0.43005 0.007 0.050 -0.009
C -1.17654 2.98736 -0.22602 0.241 0.157 0.021
N -1.03695 1.70755 -0.14795 -0.314 0.208 -0.095
N -2.13438 0.88431 -0.22539 0.275 -0.044 0.048
C -1.95898 -0.42228 0.02396 -0.014 -0.031 -0.017
N -3.00748 -1.21118 0.01948 -0.039 -0.176 -0.001
S -0.38207 -1.03364 0.35288 0.069 0.406 0.066
C 0.11027 3.71922 -0.06919 -0.050 -0.545 0.013
C 0.22446 5.07891 -0.13296 0.078 0.346 -0.005
C 1.48424 5.65941 0.05962 -0.135 0.091 -0.029
C 2.57039 4.85288 0.31825 0.104 -0.039 0.030
C 2.38901 3.47745 0.37121 -0.254 -0.056 -0.037
N 1.18712 2.91792 0.17252 -0.029 0.610 0.049
H -3.33942 3.14718 -0.47073 -0.010 -0.019 0.002
H -2.36937 4.30955 -1.36527 -0.003 -0.005 0.008
H -2.55848 4.47041 0.37876 -0.006 0.002 0.002
H -3.04627 1.28186 -0.39998 -0.032 0.018 0.006
H -3.94990 -0.88304 -0.14256 -0.001 0.001 -0.010
H -2.89455 -2.19815 0.20030 -0.017 0.008 0.004
H -0.64103 5.69865 -0.32565 0.055 0.004 0.007
H 1.59751 6.73523 0.01119 -0.013 -0.023 0.000
H 3.55528 5.26832 0.48210 -0.015 -0.009 0.001
H 3.20857 2.80332 0.57794 0.008 -0.012 -0.017
C 5.54255 0.75745 -1.23734 -0.001 -0.007 -0.003
C 5.15305 0.01973 0.05659 -0.190 -0.001 -0.025
C 5.86848 -1.34528 0.10895 -0.102 0.025 0.010
C 5.55745 0.84512 1.29210 -0.029 0.006 0.025
C 3.68175 -0.13971 0.06882 0.354 -0.026 0.007
C 2.45284 -0.15230 0.08494 -0.027 0.278 -0.015
H 6.60778 0.98815 -1.20504 -0.020 -0.016 -0.008
H 4.99457 1.69532 -1.34608 0.023 -0.002 0.013
H 5.35376 0.14286 -2.11836 -0.014 0.014 0.027
H 6.94056 -1.15965 0.03891 -0.016 -0.001 -0.003
H 5.58800 -1.99207 -0.72036 -0.047 -0.011 -0.060
H 5.68327 -1.86874 1.04528 -0.004 0.008 0.024
H 6.64328 0.94244 1.30594 -0.022 0.011 -0.004
H 5.24555 0.36332 2.21958 0.001 -0.001 -0.036
H 5.13470 1.85148 1.26349 0.022 -0.018 -0.006
Ge 1.43458 -3.73386 -0.02489 -0.521 -0.772 0.013
C 2.10495 -3.79246 1.72078 0.126 0.315 0.199
C 1.46706 -4.79923 2.46569 0.138 0.099 0.151
C 1.92820 -5.10174 3.73862 -0.007 -0.020 -0.027
C 2.98428 -4.38279 4.27936 0.002 0.025 -0.017
C 3.59571 -3.35942 3.55413 0.001 -0.009 0.032
C 3.16316 -3.06212 2.27797 -0.019 -0.164 0.044
C 1.92919 -3.73004 -1.82844 0.162 0.336 -0.217
C 1.27367 -4.75989 -2.52311 0.128 0.104 -0.181
C 1.63154 -5.03073 -3.83673 -0.009 -0.008 0.046
C 2.59851 -4.25775 -4.46227 -0.004 0.012 0.010
C 3.21881 -3.20673 -3.78634 0.001 0.005 -0.025
C 2.89226 -2.94074 -2.47203 0.001 -0.118 -0.014
H 0.07254 -4.43014 0.03572 -0.061 -0.008 -0.006
H 0.63103 -5.35509 2.06073 -0.018 0.002 -0.012
H 1.45836 -5.89395 4.30625 0.010 0.026 -0.001
H 3.33226 -4.61265 5.27832 0.004 -0.004 -0.024
H 4.41546 -2.80410 3.99216 -0.033 -0.019 0.003
H 3.63343 -2.26632 1.72400 0.038 0.032 -0.096
H 0.50304 -5.35638 -2.05152 -0.016 -0.007 0.019
H 1.14885 -5.83917 -4.36908 0.009 0.014 -0.002
H 2.86777 -4.46580 -5.48990 0.000 0.001 0.022
H 3.96164 -2.60401 -4.29300 -0.026 -0.021 0.002
H 3.36520 -2.11707 -1.95738 0.070 -0.001 0.091
```
Forces are in eV/Å.

Here is C6H19Br2MnNO4 as an isolated structure from the OMol25 dataset. Energies are from wB97M-V/def2-TZVPD.

Computed properties:
- E_HOMO (spin up / spin down) (eV) = -8.031 / -8.120
- M (g/mol) = 384.0
- orbital gap (spin up / spin down) (eV) = 7.85 / 7.91
- spin multiplicity = 6
- ΔE to the lowest compared entry with this formula, charge and spin (kJ/mol) = 0.0

```
33
Properties=species:S:1:pos:R:3:forces:R:3
Mn 0.43090 -0.13970 -0.82348 0.182 -0.677 -1.800
Br -0.21144 -2.78410 -1.58570 0.235 0.682 0.381
Br 2.12647 0.86849 -2.54042 -0.292 0.131 0.405
C -3.68487 0.97107 -1.85452 -1.289 0.477 1.463
C -2.38334 0.91921 -1.07052 0.516 -0.008 -2.481
C -2.42924 -0.18483 -0.02269 -0.974 -0.009 0.822
O -1.18953 -0.46959 0.56354 1.493 1.075 -0.930
C -1.11212 -0.66235 1.92787 -1.083 -0.986 1.503
N -1.36819 0.55502 -2.08990 0.584 -0.409 0.255
H -4.47785 1.27018 -1.16909 -0.447 -0.452 0.181
H -3.88435 -0.02646 -2.24599 -0.213 0.111 -0.111
H -3.81469 1.73472 -2.62137 0.885 -0.132 -0.244
H -2.03861 1.90865 -0.77008 -0.431 -0.138 0.883
H -2.78768 -1.13503 -0.41860 -0.178 0.095 -0.531
H -3.10385 0.08944 0.78835 -0.305 0.217 -0.039
H -1.80624 -0.01154 2.45961 0.301 0.609 0.098
H -0.09939 -0.62008 2.32871 -0.003 0.399 -0.445
H -1.49635 -1.64830 2.18934 0.114 -0.424 -0.120
H -1.79864 -0.10222 -2.72461 0.265 -0.883 0.121
H -1.17863 1.31063 -2.73274 0.302 0.599 0.291
O 0.47425 2.01120 0.08263 -0.131 -0.041 0.257
H 0.80950 2.55048 -0.63362 0.568 0.034 -0.651
H 0.04512 2.63286 0.67054 -0.235 -0.012 0.396
C 2.98543 -0.20721 1.21367 1.537 1.133 -0.822
C 4.40081 -0.86253 1.23772 -2.395 -1.339 -0.392
O 4.27088 -1.93032 2.14468 1.120 -0.745 1.336
O 1.92797 -0.89541 0.44723 1.621 0.875 1.289
H 3.22528 0.76635 0.78617 -1.019 0.083 -0.724
H 2.66792 0.02090 2.23115 -0.187 -0.548 0.059
H 5.22108 -0.21187 1.54087 -0.459 0.173 0.384
H 4.68208 -1.27338 0.26809 -0.161 0.322 -0.393
H 3.63014 -2.59446 1.88016 0.114 0.108 -0.352
H 1.96717 -1.84981 0.54301 -0.035 -0.320 -0.089
```
Forces are in eV/Å.

Here is a 2-piece molecular cluster, C2H11N4P overall from the OMol25 dataset. Energies are from wB97M-V/def2-TZVPD.

Computed properties:
- SMILES = [H]/N=P(\N)=N/[H].CNC
- E_HOMO (eV) = -8.901
- M (g/mol) = 122.1
- orbital gap (eV) = 9.10
- spin multiplicity = 1
- ΔE to the lowest compared entry with this formula, charge and spin (kJ/mol) = 143.1

```
18
Properties=species:S:1:pos:R:3:forces:R:3
H -4.67647 -1.29138 -0.60262 -0.187 0.205 0.549
N -4.55206 -0.49162 0.03071 0.416 -0.471 -1.147
P -3.11274 0.06601 0.00128 0.953 2.011 2.377
N -1.81946 -0.96954 -0.21861 -0.676 0.115 -1.520
N -2.60109 1.43846 0.61302 0.453 -2.716 -1.425
H -3.35872 1.89384 1.05783 -1.005 0.899 0.338
H -2.08069 -1.61647 -0.95422 -0.169 -0.645 0.221
H -0.95897 -0.58023 -0.58642 0.366 0.573 0.683
C 2.68198 -0.27270 1.15379 -2.451 -0.836 -2.147
N 1.65928 0.14378 0.16374 0.188 0.162 0.062
C 2.24254 0.50148 -1.12764 -2.299 -4.053 0.623
H 3.26389 0.48091 1.58655 1.480 1.272 0.081
H 2.05141 -0.61867 1.91410 -0.339 -1.167 1.589
H 3.17920 -1.09727 0.62670 0.466 0.263 0.747
H 1.08683 0.92242 0.44013 0.016 0.159 0.774
H 3.13249 0.94767 -0.93207 2.754 1.890 -0.331
H 2.40703 -0.52776 -1.60554 -0.026 1.720 -0.174
H 1.45555 1.07105 -1.56074 0.061 0.619 -1.300
```
Forces are in eV/Å.

Here is a 3-piece molecular cluster, CH10N3O2 overall from the OMol25 dataset. Energies are from wB97M-V/def2-TZVPD.

Computed properties:
- E_HOMO (eV) = -15.168
- charge = +1
- M (g/mol) = 96.1
- orbital gap (eV) = 12.15
- spin multiplicity = 1
- ΔE to the lowest compared entry with this formula, charge and spin (kJ/mol) = 61.2

```
16
Properties=species:S:1:pos:R:3:forces:R:3
N 0.44652 1.04444 0.27820 -0.026 -0.277 0.285
C 1.14143 0.60825 1.32241 -1.477 -0.918 0.057
N 1.58451 -0.65911 1.27477 0.058 1.069 0.130
N 1.22487 1.30562 2.45719 0.252 0.245 0.055
H 0.02405 0.32513 -0.32015 0.370 0.423 -0.548
H 0.01483 1.95120 0.26369 0.003 0.118 0.154
H 2.26532 -0.92479 1.96051 0.078 -0.569 -0.059
H 1.43536 -1.17563 0.42323 0.421 -0.144 0.050
H 1.57029 0.85768 3.29113 0.175 -0.001 -0.099
H 0.51671 2.00053 2.63555 0.192 0.184 -0.144
H -1.24295 -0.93193 -2.02694 -0.029 0.347 0.080
H 0.19880 -0.88546 -2.58899 -0.063 0.181 0.159
O -0.36251 -0.52949 -1.88687 -0.050 -0.503 -0.058
H -3.37952 -2.01421 -1.92856 -0.325 0.495 0.590
H -2.93678 -1.57549 -3.21860 -0.202 0.835 -0.178
O -3.17200 -1.16957 -2.36311 0.624 -1.485 -0.474
```
Forces are in eV/Å.

Here is a 2-piece molecular cluster, C3H8N3O overall from the OMol25 dataset. Energies are from wB97M-V/def2-TZVPD.

Computed properties:
- E_HOMO (eV) = -12.645
- charge = +1
- M (g/mol) = 102.1
- orbital gap (eV) = 8.83
- spin multiplicity = 1
- ΔE to the lowest compared entry with this formula, charge and spin (kJ/mol) = 315.6

```
15
Properties=species:S:1:pos:R:3:forces:R:3
C -1.01305 0.31249 -0.35903 -0.305 0.046 0.035
C 1.74615 0.11579 -0.33849 -1.502 -2.983 -2.188
C 1.84905 1.26581 0.43287 0.649 0.155 2.992
N -2.30038 0.06730 -0.59263 0.956 -5.004 2.423
N -0.20051 -0.45885 0.28414 2.338 1.769 -1.007
N -0.52923 -1.68446 0.67529 -0.415 -3.801 1.794
O 2.07087 -0.66509 -1.10864 0.326 0.734 0.851
H -0.62588 1.24722 -0.78357 -0.127 -0.339 0.441
H 2.92003 1.60516 0.42983 -0.849 -0.487 0.861
H 1.16966 0.99343 1.34720 2.171 0.862 -0.928
H 1.33967 2.06477 0.00586 -1.177 1.397 -1.191
H -2.86756 0.67304 -1.04594 -1.967 2.112 -1.592
H -0.96499 -2.34075 0.03620 -0.133 0.593 -0.592
H 0.10744 -2.32035 1.26181 -0.715 2.427 -1.056
H -2.70126 -0.87552 -0.24492 0.750 2.517 -0.843
```
Forces are in eV/Å.

What did the fourth record say?
Here is a 2-piece molecular cluster, C2H11N4P overall from the OMol25 dataset. Energies are from wB97M-V/def2-TZVPD.

Computed properties:
- SMILES = [H]/N=P(\N)=N/[H].CNC
- E_HOMO (eV) = -8.901
- M (g/mol) = 122.1
- orbital gap (eV) = 9.10
- spin multiplicity = 1
- ΔE to the lowest compared entry with this formula, charge and spin (kJ/mol) = 143.1

```
18
Properties=species:S:1:pos:R:3:forces:R:3
H -4.67647 -1.29138 -0.60262 -0.187 0.205 0.549
N -4.55206 -0.49162 0.03071 0.416 -0.471 -1.147
P -3.11274 0.06601 0.00128 0.953 2.011 2.377
N -1.81946 -0.96954 -0.21861 -0.676 0.115 -1.520
N -2.60109 1.43846 0.61302 0.453 -2.716 -1.425
H -3.35872 1.89384 1.05783 -1.005 0.899 0.338
H -2.08069 -1.61647 -0.95422 -0.169 -0.645 0.221
H -0.95897 -0.58023 -0.58642 0.366 0.573 0.683
C 2.68198 -0.27270 1.15379 -2.451 -0.836 -2.147
N 1.65928 0.14378 0.16374 0.188 0.162 0.062
C 2.24254 0.50148 -1.12764 -2.299 -4.053 0.623
H 3.26389 0.48091 1.58655 1.480 1.272 0.081
H 2.05141 -0.61867 1.91410 -0.339 -1.167 1.589
H 3.17920 -1.09727 0.62670 0.466 0.263 0.747
H 1.08683 0.92242 0.44013 0.016 0.159 0.774
H 3.13249 0.94767 -0.93207 2.754 1.890 -0.331
H 2.40703 -0.52776 -1.60554 -0.026 1.720 -0.174
H 1.45555 1.07105 -1.56074 0.061 0.619 -1.300
```
Forces are in eV/Å.

- Among the records above, which one has the highest spin multiplicity?
  C6H19Br2MnNO4

- Which value of spin multiplicity does entry 2 give?
  4